Record 1
Computed, not measured: a molecular structure, C39H46N4O3PRu at a distorted geometry, with the ωB97M-V functional and the def2-TZVPD basis.

Structure (XYZ):
```
94
Properties=species:S:1:pos:R:3
Ru 0.862 0.262 0.122
C 0.074 5.093 -0.426
O -0.531 5.204 0.842
C -0.666 4.184 1.744
C -1.358 4.614 2.858
C -1.519 3.836 4.002
C -0.926 2.608 4.028
C -0.241 2.123 2.902
C 0.502 0.924 3.091
N 1.172 0.364 2.157
N 2.169 -0.505 2.566
C 2.965 -0.773 1.577
O 2.864 -0.249 0.389
C 3.966 -1.845 1.832
C 3.987 -2.556 3.031
C 4.855 -3.624 3.189
C 5.709 -3.997 2.156
C 5.702 -3.281 0.967
C 4.834 -2.208 0.808
C -0.142 2.843 1.676
O 0.431 2.363 0.584
H 0.253 6.118 -0.748
H -0.604 4.617 -1.128
H 1.013 4.547 -0.390
H -1.755 5.620 2.818
H -2.062 4.219 4.855
H -0.953 1.995 4.922
H 0.611 0.519 4.098
H 3.314 -2.261 3.823
H 4.865 -4.173 4.122
H 6.380 -4.837 2.280
H 6.371 -3.558 0.162
H 4.816 -1.645 -0.117
C -0.025 2.534 -2.782
C 0.950 1.500 -3.305
C 0.737 1.296 -4.803
P 0.808 -0.003 -2.232
C 1.872 -1.174 -3.194
C 3.336 -0.762 -2.997
C 1.687 -2.660 -2.886
C -0.894 -0.566 -2.401
C -1.439 -1.125 -3.558
C -2.766 -1.508 -3.635
C -3.349 -2.103 -4.890
C -3.547 -1.325 -2.491
C -3.027 -0.807 -1.324
C -1.675 -0.416 -1.242
N -1.110 0.045 -0.057
C -2.007 0.294 1.026
C -2.802 1.450 0.996
C -2.778 2.376 -0.187
C -3.626 1.738 2.075
C -3.699 0.908 3.183
C -4.549 1.273 4.369
C -2.945 -0.256 3.172
C -2.110 -0.586 2.109
C -1.381 -1.900 2.137
H 0.195 3.513 -3.213
H 0.037 2.607 -1.701
H -1.048 2.260 -3.055
H 1.970 1.859 -3.131
H -0.215 0.801 -5.000
H 1.536 0.728 -5.282
H 0.701 2.274 -5.288
H 1.588 -1.011 -4.235
H 3.588 -0.780 -1.934
H 3.533 0.244 -3.370
H 3.998 -1.449 -3.528
H 2.245 -2.935 -1.993
H 2.075 -3.252 -3.717
H 0.641 -2.926 -2.734
H -0.802 -1.281 -4.423
H -2.566 -2.334 -5.612
H -4.049 -1.413 -5.365
H -3.893 -3.023 -4.673
H -4.593 -1.613 -2.516
H -3.656 -0.718 -0.448
H -1.780 2.409 -0.617
H -3.078 3.382 0.107
H -3.463 2.026 -0.965
H -4.208 2.654 2.058
H -5.386 1.904 4.073
H -3.958 1.831 5.100
H -4.940 0.384 4.865
H -3.007 -0.938 4.015
H -1.780 -2.529 2.934
H -0.313 -1.767 2.319
H -1.491 -2.423 1.187
C 1.751 -4.304 0.889
C 1.291 -3.026 0.370
N 0.867 -2.050 -0.053
H 1.191 -4.542 1.792
H 2.813 -4.247 1.126
H 1.581 -5.078 0.142
```

Values from the calculation:
Expectation value of S² = 0.7577
Gap between HOMO and LUMO (spin up / spin down) = 0.265 / 0.232 hartree
Spin multiplicity = 2
Max |F| = 1.100 eV/Å
ΔE to the lowest compared entry with this formula, charge and spin = 0.0 kcal per mole

Results of the Mulliken charge analysis, in e, for atoms 1 through 8: -0.37, -0.60, -0.48, 0.19, -0.42, -0.97, -0.54, 0.42

Record 2
Computed, not measured: a molecular structure, C39H47N7O4ReS2, with the ωB97M-V functional and the def2-TZVPD basis.

Structure (XYZ):
```
100
Properties=species:S:1:pos:R:3
Re -0.593 0.494 0.995
C 4.330 -0.477 4.934
C 2.935 0.043 5.242
N 2.424 0.891 4.140
C 2.573 2.336 4.353
C 1.469 2.882 5.245
C 1.870 0.347 3.079
S 1.343 1.449 1.790
N 1.809 -0.987 3.030
C 0.969 -1.726 2.353
O -0.080 -1.328 1.714
C 1.188 -3.188 2.340
C 0.213 -4.038 1.814
C 0.425 -5.406 1.798
C 1.611 -5.931 2.296
C 2.584 -5.089 2.820
C 2.371 -3.722 2.850
H 4.692 -1.070 5.773
H 5.030 0.345 4.779
H 4.324 -1.102 4.044
H 2.952 0.677 6.127
H 2.233 -0.766 5.419
H 2.570 2.845 3.392
H 3.560 2.483 4.792
H 0.494 2.748 4.773
H 1.628 3.947 5.410
H 1.451 2.394 6.219
H -0.714 -3.624 1.439
H -0.337 -6.066 1.406
H 1.774 -7.000 2.284
H 3.504 -5.502 3.210
H 3.115 -3.059 3.268
C -1.107 4.715 -2.327
C -1.463 4.704 -0.833
C -1.264 3.381 -0.256
N -1.050 2.341 0.175
H -1.165 5.739 -2.691
H -1.810 4.109 -2.897
H -0.097 4.345 -2.502
H -2.503 4.985 -0.660
H -0.836 5.398 -0.270
O -3.767 1.525 2.114
C -2.955 0.993 2.845
O -1.644 0.970 2.539
C -3.272 0.419 4.167
C -4.499 0.726 4.754
C -4.828 0.176 5.980
C -3.944 -0.692 6.609
C -2.726 -1.007 6.021
C -2.383 -0.445 4.804
H -5.178 1.397 4.245
H -5.772 0.420 6.447
H -4.208 -1.127 7.564
H -2.046 -1.688 6.516
H -1.436 -0.679 4.340
N -3.891 1.196 -0.592
C -3.363 0.058 -0.990
S -2.404 -0.861 0.138
N -3.626 -0.401 -2.215
C -2.985 -1.489 -2.906
C -2.320 -1.198 -4.088
C -1.747 -2.228 -4.820
C -1.824 -3.534 -4.358
C -2.495 -3.814 -3.175
C -3.093 -2.794 -2.449
H -3.813 1.440 0.405
H -4.527 1.714 -1.179
H -4.258 0.150 -2.779
H -2.274 -0.174 -4.443
H -1.251 -2.012 -5.758
H -1.384 -4.339 -4.932
H -2.582 -4.835 -2.830
H -3.654 -3.011 -1.552
C 1.896 -0.041 -6.940
C 0.980 0.704 -5.981
N 1.683 1.692 -5.163
C 2.217 2.867 -5.869
C 3.734 2.854 -5.951
C 1.690 1.747 -3.817
O 2.029 2.746 -3.190
C 1.294 0.539 -2.988
C 1.596 -0.791 -3.249
C 1.268 -1.752 -2.304
C 0.648 -1.371 -1.136
N 0.389 -0.079 -0.857
C 0.725 0.844 -1.765
H 1.319 -0.753 -7.532
H 2.678 -0.585 -6.408
H 2.381 0.642 -7.635
H 0.462 0.009 -5.327
H 0.205 1.231 -6.546
H 1.880 3.759 -5.342
H 1.766 2.874 -6.862
H 4.167 2.874 -4.951
H 4.085 3.735 -6.487
H 4.098 1.970 -6.473
H 2.093 -1.076 -4.166
H 1.491 -2.797 -2.465
H 0.366 -2.093 -0.384
H 0.591 1.880 -1.503
```

Values from the calculation:
Net charge = +2
Expectation value of S² = 0.9083
Gap between HOMO and LUMO (spin up / spin down) = 0.239 / 0.253 hartree
Spin multiplicity = 2
Max |F| = 0.713 eV/Å
ΔE to the lowest compared entry with this formula, charge and spin = 7.7 kcal per mole

Results of the Mulliken charge analysis, in e, for atoms 1 through 8: 1.93, -1.10, -0.62, 0.18, -0.81, -0.89, 0.67, -0.70

Record 3
Computed, not measured: a molecular structure, C39H48BIN7O3PdS, with the ωB97M-V functional and the def2-TZVPD basis.

Structure (XYZ):
```
101
Properties=species:S:1:pos:R:3
Pd 1.163 1.379 -0.791
C 4.655 0.549 0.413
C 4.485 1.235 -0.897
N 3.361 1.635 -1.450
C 3.700 2.210 -2.656
C 5.044 2.153 -2.832
N 5.533 1.533 -1.702
H 3.997 0.999 1.154
H 5.684 0.638 0.763
H 4.406 -0.511 0.339
H 2.942 2.629 -3.296
H 5.683 2.489 -3.627
H 6.494 1.326 -1.500
C -4.598 4.435 -0.385
C -3.135 4.251 -0.801
C -2.815 5.204 -1.957
C -2.188 4.458 0.369
C -2.043 5.747 0.875
C -1.125 6.034 1.865
C -0.329 5.017 2.366
C -0.461 3.710 1.918
C 0.375 2.606 2.542
C 1.707 3.083 3.109
C -0.444 1.870 3.603
C -1.411 3.427 0.919
N -1.612 2.087 0.471
B -0.773 1.171 -0.298
N -1.651 0.040 -0.546
C -2.908 0.320 -0.010
C -2.885 1.515 0.594
C -1.349 -1.244 -1.103
C -0.950 -1.312 -2.442
C -0.596 -2.553 -2.976
C -0.641 -3.703 -2.214
C -1.094 -3.626 -0.905
C -1.469 -2.420 -0.321
C -2.094 -2.433 1.078
C -1.411 -1.549 2.128
C -2.244 -3.837 1.665
C -0.982 -0.099 -3.355
C 0.315 0.100 -4.137
C -2.179 -0.205 -4.304
H -5.264 4.208 -1.220
H -4.780 5.470 -0.083
H -4.875 3.797 0.455
H -3.000 3.236 -1.173
H -3.017 6.242 -1.686
H -3.439 4.961 -2.820
H -1.771 5.119 -2.254
H -2.645 6.546 0.458
H -1.020 7.045 2.239
H 0.400 5.246 3.132
H 0.615 1.927 1.717
H 1.579 3.712 3.994
H 2.275 3.644 2.364
H 2.306 2.221 3.415
H -0.720 2.563 4.403
H 0.125 1.053 4.057
H -1.360 1.458 3.180
H -3.736 -0.359 -0.115
H -3.683 2.024 1.105
H -0.287 -2.613 -4.013
H -0.333 -4.664 -2.610
H -1.152 -4.550 -0.346
H -3.109 -2.049 0.957
H -0.546 -2.065 2.546
H -2.106 -1.357 2.949
H -1.084 -0.589 1.734
H -1.272 -4.314 1.816
H -2.843 -4.494 1.035
H -2.731 -3.765 2.640
H -1.121 0.794 -2.747
H 0.556 -0.762 -4.763
H 1.154 0.294 -3.464
H 0.225 0.974 -4.787
H -2.068 -1.058 -4.979
H -2.269 0.701 -4.909
H -3.107 -0.339 -3.746
I 0.306 3.381 -2.206
O 0.908 -7.025 -1.558
S 0.580 -7.629 -0.280
O 1.097 -8.963 -0.075
O -0.796 -7.415 0.149
C 1.446 -6.588 0.939
N 1.708 -7.086 2.149
C 2.194 -6.233 3.039
C 2.395 -4.886 2.772
C 2.097 -4.475 1.482
N 1.653 -5.332 0.571
C 2.126 -3.063 1.022
C 2.104 -2.804 -0.346
C 1.882 -1.517 -0.781
N 1.663 -0.500 0.061
C 1.762 -0.730 1.370
C 2.019 -1.986 1.889
H 2.421 -6.637 4.021
H 2.769 -4.216 3.534
H 2.184 -3.622 -1.047
H 1.816 -1.287 -1.835
H 1.578 0.115 2.020
H 2.028 -2.117 2.963
```

Values from the calculation:
Net charge = -1
Gap between HOMO and LUMO = 0.262 hartree
Max |F| = 0.334 eV/Å
ΔE to the lowest compared entry with this formula, charge and spin = 0.0 kcal per mole

Results of the Mulliken charge analysis, in e, for atoms 1 through 8: -0.48, -0.81, 0.37, 0.55, -0.59, -0.70, -0.13, -0.10

Record 4
Computed, not measured: a molecular structure, C39H48BrN4O2SSi2W at a distorted geometry, with the ωB97M-V functional and the def2-TZVPD basis.

Structure (XYZ):
```
98
Properties=species:S:1:pos:R:3
W -1.251 0.259 1.013
C -6.186 0.084 -2.006
C -5.166 0.354 -0.941
C -5.409 1.273 0.100
C -4.476 1.538 1.098
C -3.269 0.853 1.004
Br -1.137 2.119 2.907
N -3.073 -0.013 0.038
C -3.950 -0.305 -0.947
H -6.939 0.869 -2.034
H -6.696 -0.864 -1.823
H -5.719 0.025 -2.988
H -6.357 1.801 0.104
H -4.653 2.258 1.882
H -3.662 -1.017 -1.711
C 2.566 1.756 3.303
Si 2.046 1.146 1.590
C 1.653 2.713 0.632
C 3.520 0.287 0.782
N 0.681 -0.023 1.706
C 0.716 -0.891 2.778
C 1.889 -1.334 3.406
C 1.841 -1.966 4.629
C 0.614 -2.163 5.265
C -0.550 -1.843 4.596
C -0.524 -1.331 3.299
N -1.646 -1.145 2.467
Si -3.064 -2.148 2.854
C -2.585 -3.739 3.755
C -3.975 -2.805 1.346
C -4.248 -1.178 3.940
H 3.580 2.148 3.225
H 2.553 1.010 4.093
H 1.909 2.570 3.602
H 2.005 3.550 1.234
H 0.595 2.873 0.434
H 2.166 2.719 -0.327
H 3.944 0.925 0.009
H 3.229 -0.647 0.310
H 4.304 0.071 1.508
H 2.840 -1.137 2.940
H 2.761 -2.276 5.105
H 0.565 -2.576 6.262
H -1.501 -2.011 5.078
H -1.583 -4.083 3.506
H -3.290 -4.515 3.461
H -2.632 -3.640 4.836
H -3.302 -3.371 0.701
H -4.491 -2.069 0.746
H -4.727 -3.499 1.721
H -3.836 -1.067 4.942
H -5.196 -1.705 4.021
H -4.440 -0.177 3.554
C -0.743 -1.408 -0.410
C 0.348 -2.355 -0.076
C 0.139 -3.372 0.861
C 1.129 -4.280 1.173
C 2.367 -4.192 0.538
C 2.587 -3.198 -0.417
C 1.587 -2.294 -0.718
C 3.402 -5.129 0.862
N 4.231 -5.880 1.127
H -1.678 -1.978 -0.443
H -0.588 -0.959 -1.397
H -0.821 -3.443 1.364
H 0.957 -5.048 1.915
H 3.545 -3.138 -0.914
H 1.759 -1.508 -1.447
C -2.652 4.197 -2.257
C -1.375 3.394 -2.535
C -0.154 4.321 -2.559
C -1.495 2.663 -3.878
C -1.186 2.419 -1.460
C -0.992 1.642 -0.542
H -2.812 4.918 -3.059
H -2.575 4.734 -1.312
H -3.519 3.537 -2.205
H -0.266 5.055 -3.358
H 0.748 3.737 -2.733
H -0.047 4.847 -1.610
H -1.615 3.390 -4.683
H -2.361 1.998 -3.878
H -0.604 2.062 -4.056
O 7.364 1.863 -6.284
C 7.151 1.058 -5.202
O 8.056 0.357 -4.819
C 5.807 1.104 -4.587
C 5.525 0.197 -3.561
C 4.292 0.178 -2.951
C 3.259 1.063 -3.328
S 1.708 1.047 -2.567
C 3.567 1.983 -4.352
C 4.800 2.000 -4.963
H 6.546 2.328 -6.500
H 6.304 -0.491 -3.258
H 4.097 -0.523 -2.150
H 2.802 2.688 -4.650
H 4.961 2.751 -5.731
```

Values from the calculation:
Net charge = -1
Gap between HOMO and LUMO (spin up / spin down) = 0.154 / 0.154 hartree
Max |F| = 1.008 eV/Å
ΔE to the lowest compared entry with this formula, charge and spin = 0.0 kcal per mole

Results of the Mulliken charge analysis, in e, for atoms 1 through 8: 1.66, -1.54, 0.86, -0.51, -1.79, 0.38, -0.37, 0.55

Record 5
Computed, not measured: a molecular structure, C39H48FeN9S2, with the ωB97M-V functional and the def2-TZVPD basis.

Structure (XYZ):
```
99
Properties=species:S:1:pos:R:3
Fe -0.072 0.446 0.672
C 1.415 -0.607 2.289
C 1.838 0.748 2.402
C 0.671 1.495 2.779
C -0.396 0.547 2.941
C 0.068 -0.753 2.667
C -0.605 -2.079 2.969
C 0.046 -2.627 4.248
C -0.390 -3.099 1.845
C -2.102 -1.889 3.217
C 0.466 2.971 3.156
C -1.001 3.385 2.997
C 1.258 3.942 2.280
C 0.790 3.164 4.648
C 3.340 1.092 2.323
C 3.806 1.862 3.566
C 4.141 -0.222 2.324
C 3.786 1.860 1.067
H 2.049 -1.435 2.026
H -1.382 0.789 3.298
H 1.108 -2.819 4.095
H -0.432 -3.563 4.541
H -0.053 -1.918 5.070
H 0.671 -3.333 1.733
H -0.769 -2.732 0.893
H -0.910 -4.027 2.090
H -2.280 -1.236 4.073
H -2.567 -2.851 3.434
H -2.596 -1.461 2.347
H -1.335 3.287 1.971
H -1.099 4.437 3.269
H -1.672 2.822 3.644
H 0.937 3.866 1.238
H 2.327 3.776 2.309
H 1.074 4.964 2.613
H 0.102 2.570 5.253
H 0.657 4.212 4.921
H 1.799 2.867 4.914
H 3.581 1.310 4.479
H 3.373 2.852 3.649
H 4.888 1.988 3.508
H 3.879 -0.856 3.171
H 5.203 0.013 2.393
H 3.991 -0.786 1.402
H 3.336 2.846 0.984
H 3.546 1.307 0.160
H 4.869 1.990 1.110
S 1.618 0.114 -0.885
C 1.404 1.645 -1.686
N 2.282 2.271 -2.429
N 3.438 1.697 -2.754
C 3.752 0.362 -3.101
C 2.782 -0.552 -3.482
C 3.174 -1.820 -3.886
C 4.514 -2.175 -3.920
C 5.479 -1.239 -3.565
C 5.102 0.029 -3.162
N 0.271 2.426 -1.526
N -0.530 2.086 -0.617
C -1.836 2.679 -0.732
C -2.787 2.354 0.226
C -4.077 2.849 0.122
C -4.417 3.672 -0.940
C -3.463 3.992 -1.897
C -2.175 3.498 -1.802
H 4.139 2.381 -3.016
H 1.734 -0.294 -3.503
H 2.408 -2.524 -4.184
H 4.809 -3.165 -4.236
H 6.528 -1.496 -3.602
H 5.850 0.761 -2.885
H -2.536 1.685 1.039
H -4.816 2.578 0.863
H -5.426 4.047 -1.033
H -3.729 4.615 -2.739
H -1.434 3.723 -2.556
N -1.623 -0.606 0.157
C -2.656 -0.712 -0.402
N -3.778 -0.953 -0.882
C -4.412 -0.370 -1.873
N -5.046 0.083 -2.722
N -0.013 -2.811 -1.862
C -1.066 -2.514 -2.659
S -1.254 -1.018 -3.366
N -1.913 -3.566 -2.824
C -3.082 -3.664 -3.615
C -3.985 -2.621 -3.756
C -5.130 -2.814 -4.513
C -5.389 -4.034 -5.120
C -4.490 -5.078 -4.960
C -3.339 -4.893 -4.212
H 0.581 -2.059 -1.555
H -0.018 -3.645 -1.302
H -1.572 -4.459 -2.494
H -3.802 -1.670 -3.283
H -5.827 -1.994 -4.613
H -6.283 -4.171 -5.711
H -4.679 -6.038 -5.420
H -2.632 -5.707 -4.094
```

Values from the calculation:
Expectation value of S² = 8.7911
Gap between HOMO and LUMO (spin up / spin down) = 0.238 / 0.223 hartree
Spin multiplicity = 6
Max |F| = 0.783 eV/Å
ΔE to the lowest compared entry with this formula, charge and spin = 15.0 kcal per mole

Results of the Mulliken charge analysis, in e, for atoms 1 through 8: 1.53, -0.08, 0.66, 0.20, -0.99, -0.63, 2.03, -1.86